Version w
2 unconnected molecules or ions with the total composition CH2Cl2O3, computed with ωB97M-V with the def2-TZVPD basis set.

Computed properties:
E_LUMO, hartree: -0.03793
HOMO energy, Ha: -0.4217
Total charge: 0
SMILES: O=C(Cl)OCl.O

Atoms and positions in Å:
C1 0.091 -1.084 -1.155
O1 -1.011 -1.154 -1.631
O2 -0.237 1.736 0.899
O3 0.531 -1.215 0.056
Cl1 1.611 -0.666 -2.051
Cl2 -0.651 -1.570 1.253
H1 -0.980 2.056 1.365
H2 0.646 1.897 1.265



Version x
A single CH2Cl2O3 molecule, computed with ωB97M-V with the def2-TZVPD basis set.

Computed properties:
E_LUMO, hartree: -0.03150
HOMO energy, Ha: -0.4082
Total charge: 0
SMILES: OC(O)(Cl)OCl

Atoms and positions in Å:
C1 -0.299 -0.127 -0.139
O1 1.034 -0.337 -0.429
O2 -0.689 -1.104 0.778
O3 -0.627 1.161 0.087
Cl1 -1.197 -0.365 -1.678
Cl2 0.314 1.906 1.333
H1 1.385 0.562 -0.581
H2 0.079 -1.698 0.629



In kJ/mol, relative to the most stable structure: version w 0.0; version x 12.4.



Version w
8 unconnected molecules or ions with the total composition H18NO7, computed with ωB97M-V with the def2-TZVPD basis set.

Computed properties:
E_LUMO, hartree: -0.10557
HOMO energy, Ha: -0.5230
Total charge: +1

Atoms and positions in Å:
N1 -1.061 -1.644 0.554
H1 -0.345 -1.246 -0.103
H2 -0.674 -2.027 1.398
H3 -1.626 -0.970 0.932
H4 -1.724 -2.234 0.010
H5 -0.254 0.030 -2.535
H6 -1.032 0.424 -3.818
O1 -0.790 0.719 -2.950
H7 -0.796 -0.650 4.281
H8 0.405 -1.456 4.002
O2 -0.301 -0.933 3.592
H9 -2.874 0.151 -1.749
H10 -3.545 -0.712 -0.602
O3 -2.783 -0.598 -1.158
H11 0.957 2.743 0.240
H12 1.660 3.206 1.421
O4 1.056 2.405 1.126
H13 1.591 -1.336 -0.337
H14 1.781 -2.351 -1.396
O5 1.111 -1.927 -0.855
H15 2.808 -0.475 1.540
H16 1.483 0.427 0.979
O6 1.849 -0.530 1.198
H17 0.842 2.364 -2.287
H18 1.001 3.724 -1.894
O7 1.261 2.895 -1.589



Version x
8 unconnected molecules or ions with the total composition H18NO7, computed with ωB97M-V with the def2-TZVPD basis set.

Computed properties:
E_LUMO, hartree: -0.10838
HOMO energy, Ha: -0.5115
Total charge: +1

Atoms and positions in Å:
N1 -2.116 0.569 0.029
H1 -1.726 1.347 -0.475
H2 -2.322 0.722 1.012
H3 -3.040 0.411 -0.397
H4 -1.644 -0.327 -0.188
H5 1.364 -1.507 0.649
H6 1.435 0.009 0.916
O1 1.531 -0.845 1.366
H7 0.602 2.409 -0.382
H8 0.369 2.559 1.076
O2 0.228 1.918 0.363
H9 0.104 -0.451 2.346
H10 -1.234 -0.594 3.148
O3 -0.864 -0.238 2.330
H11 -0.901 -3.094 -1.121
H12 -1.529 -2.855 0.189
O4 -1.429 -2.424 -0.672
H13 4.134 -0.104 -2.332
H14 4.422 1.141 -1.480
O5 3.922 0.322 -1.499
H15 -2.008 3.279 -1.895
H16 -2.653 3.994 -0.607
O6 -2.573 3.195 -1.128
H17 2.017 -3.086 -0.342
H18 1.509 -2.168 -1.422
O7 1.205 -2.654 -0.641



Version y
8 unconnected molecules or ions with the total composition H18NO7, computed with ωB97M-V with the def2-TZVPD basis set.

Computed properties:
E_LUMO, hartree: -0.09269
HOMO energy, Ha: -0.5294
Total charge: +1

Atoms and positions in Å:
N1 0.982 -1.068 1.491
H1 0.886 -0.360 2.227
H2 -0.017 -1.233 1.354
H3 1.348 -0.539 0.664
H4 1.458 -1.897 1.822
H5 1.309 2.238 -1.651
H6 2.714 2.471 -2.102
O1 2.206 2.301 -1.298
H7 -0.666 -3.319 -0.064
H8 -1.149 -3.892 1.272
O2 -0.399 -3.461 0.850
H9 2.840 1.162 -0.210
H10 3.563 -0.255 -0.263
O3 2.763 0.196 0.009
H11 -2.660 0.235 -2.550
H12 -3.341 1.112 -1.404
O4 -2.874 0.305 -1.631
H13 -1.335 0.954 3.872
H14 0.093 1.289 3.846
O5 -0.556 0.814 3.313
H15 -2.346 -0.324 1.712
H16 -1.938 -0.226 0.127
O6 -1.681 -0.427 1.030
H17 0.061 0.699 -4.381
H18 -0.710 2.037 -3.900
O7 -0.296 1.215 -3.645



In kJ/mol, relative to the most stable structure: version w 77.7; version x 10.9; version y 0.0.



Version w
2 unconnected molecules or ions with the total composition CH7NO2, computed with ωB97M-V with the def2-TZVPD basis set.

Computed properties:
E_LUMO, hartree: 0.03353
HOMO energy, Ha: -0.3611
Total charge: 0
SMILES: NCO.O

Atoms and positions in Å:
N1 0.682 0.255 0.298
C1 0.483 1.127 -0.786
O1 0.942 0.577 -1.962
H1 -0.012 -0.472 0.362
H2 1.609 -0.126 0.386
H3 -0.641 1.267 -0.924
H4 0.971 2.067 -0.563
H5 0.905 1.052 -2.791
H6 -0.972 -2.239 1.758
H7 -2.119 -1.383 2.323
O2 -1.847 -2.124 1.897



Version x
3 unconnected molecules or ions with the total composition CH7NO2, computed with ωB97M-V with the def2-TZVPD basis set.

Computed properties:
E_LUMO, hartree: -0.18130
HOMO energy, Ha: -0.3445
Total charge: 0

Atoms and positions in Å:
C1 -0.147 0.064 0.913
N1 -0.103 0.823 -0.305
H1 -1.209 0.034 1.286
H2 0.532 0.459 1.632
H3 -0.803 0.433 -0.920
H4 0.843 0.774 -0.653
H5 3.188 0.033 -0.340
O1 2.255 0.181 -0.136
H6 0.077 -1.029 0.750
H7 -2.685 -1.084 -1.333
O2 -1.946 -0.688 -0.895



In kJ/mol, relative to the most stable structure: version w 0.0; version x 724.7.



Version w
A single C6H6N2O2 molecule, computed with ωB97M-V with the def2-TZVPD basis set.

Computed properties:
E_LUMO, hartree: 0.01870
HOMO energy, Ha: -0.3265
Total charge: 0
SMILES: Nc1ncccc1C(=O)O

Atoms and positions in Å:
C1 0.906 -0.578 0.258
C2 1.009 -0.993 -2.010
C3 -0.206 -0.457 -2.335
C4 -0.917 0.064 -1.179
C5 -0.336 -0.017 0.103
C6 -0.984 0.794 1.126
H1 1.540 -0.153 2.217
H2 2.645 -0.679 1.117
H3 1.491 -1.412 -2.875
H4 -0.541 -0.445 -3.303
H5 -1.882 0.405 -1.181
H6 -2.215 2.198 1.265
N1 1.653 -0.753 1.395
N2 1.550 -1.094 -0.821
O1 -1.788 1.726 0.600
O2 -0.748 0.791 2.270



Version x
A molecular structure, C6H6N2O2, computed with ωB97M-V with the def2-TZVPD basis set.

Computed properties:
E_LUMO, hartree: 0.00473
HOMO energy, Ha: -0.2895
Total charge: 0

Atoms and positions in Å:
C1 0.039 2.337 0.798
C2 -0.513 -1.081 -1.480
C3 -0.364 -0.003 -2.374
C4 -0.154 -0.604 -0.232
C5 0.203 0.740 -0.474
C6 -0.042 -1.336 1.065
N1 0.960 1.585 0.428
N2 0.073 1.094 -1.777
O1 0.043 -0.409 2.142
O2 -0.749 3.090 1.178
H1 -0.824 -2.079 -1.727
H2 -0.539 -0.005 -3.434
H3 -0.905 -2.003 1.190
H4 0.867 -1.967 1.047
H5 1.938 1.533 0.683
H6 -0.030 -0.892 2.968



In kJ/mol, relative to the most stable structure: version w 0.0; version x 299.1.